Record 1
# C24H46O6

An isolated molecule of C24H46O6 (the ωB97M-V functional and the def2-TZVPD basis, the Open Molecules 2025 dataset).

Positions of all 76 atoms, in Å:
C -2.72611 -4.09977 -1.52400
C -3.30136 -3.21034 -0.42817
C -4.62839 -2.58250 -0.85034
C -5.34231 -1.84458 0.28316
C -4.61789 -0.60174 0.80211
C -4.53043 0.52298 -0.22721
C -3.95844 1.80152 0.38122
C -3.83201 2.91575 -0.65518
C -3.39627 4.25772 -0.06285
C -2.06238 4.22933 0.68566
C -0.89199 3.76327 -0.17602
C 0.43003 3.80575 0.58649
C 1.57566 3.22770 -0.23995
C 2.88681 3.16738 0.53946
C 3.97566 2.45986 -0.26279
C 5.24836 2.23996 0.55249
C 6.27299 1.39940 -0.21852
C 5.68127 0.06401 -0.58909
O 5.57131 -0.35903 -1.71398
O 5.28009 -0.61174 0.49366
C 4.61720 -1.84981 0.27093
C 3.11634 -1.64477 0.05187
O 2.83453 -0.81195 -1.05115
C 2.43913 -3.02086 -0.12575
O 2.67374 -3.85222 0.99904
C 1.49023 -3.89264 1.78018
C 0.36031 -3.90720 0.74869
O 0.15437 -5.18212 0.20898
C 0.89526 -2.89907 -0.29169
O 0.38228 -1.63548 0.01646
H -1.80979 -4.57484 -1.18378
H -3.43568 -4.87963 -1.79373
H -2.50834 -3.51450 -2.41533
H -3.45964 -3.80985 0.47159
H -2.57732 -2.42995 -0.18873
H -5.29030 -3.37749 -1.20504
H -4.46072 -1.90350 -1.68794
H -6.33580 -1.54811 -0.06429
H -5.48067 -2.53972 1.11561
H -3.61315 -0.87006 1.13207
H -5.16103 -0.23176 1.67617
H -3.89523 0.21331 -1.05874
H -5.52746 0.72584 -0.62675
H -2.97852 1.57765 0.80557
H -4.60631 2.13749 1.19481
H -4.80233 3.05807 -1.13866
H -3.12797 2.60974 -1.43095
H -4.16966 4.60455 0.62738
H -3.32971 4.98697 -0.87447
H -2.14707 3.57987 1.55869
H -1.85326 5.23813 1.05170
H -1.06721 2.73842 -0.50619
H -0.82096 4.39342 -1.06573
H 0.32785 3.22782 1.50839
H 0.66171 4.83586 0.86732
H 1.30974 2.21598 -0.55591
H 1.71464 3.82810 -1.14183
H 2.72045 2.62283 1.47219
H 3.21145 4.17734 0.79996
H 3.58686 1.49414 -0.59192
H 4.20942 3.04060 -1.15778
H 5.69679 3.20151 0.80959
H 4.99901 1.72379 1.48119
H 7.15307 1.22895 0.40387
H 6.57514 1.90223 -1.13761
H 5.05652 -2.34383 -0.60434
H 4.77657 -2.45955 1.16044
H 2.69013 -1.14326 0.92902
H 3.50722 -0.94455 -1.73574
H 2.88595 -3.51727 -0.99718
H 1.41178 -3.00739 2.42176
H 1.52617 -4.79505 2.38991
H -0.59631 -3.57156 1.14804
H 1.01530 -5.56622 0.00000
H 0.59327 -3.20107 -1.30449
H 0.82739 -0.98223 -0.54192

## Properties
energy above the lowest of the compared OMol25 structures with the same formula, charge and spin	0.7	kJ/mol
HOMO level	-9.823	eV
LUMO	0.7	eV
total charge	0

=====

Record 2
# C24H47AlN6O2P

A structure of composition C24H47AlN6O2P (the ωB97M-V functional and the def2-TZVPD basis, the Open Molecules 2025 dataset).

Positions of all 81 atoms, in Å:
O -3.47179 -1.27028 4.07343
P -4.00252 -2.69617 4.16068
Al -2.80376 -4.29780 2.85577
O -3.28459 -4.25317 1.11717
H -5.41521 -2.74097 3.95154
H -3.93644 -3.08496 5.53758
H -3.10849 -5.79311 3.40827
H -1.27761 -3.94411 3.08610
H -2.50499 -3.95063 0.64194
C 0.78203 1.40565 4.61944
C -0.52605 0.73960 5.03122
C -0.38177 -0.75660 5.32133
C 0.10183 -1.45870 4.13422
N 0.48809 -1.99110 3.18925
H 1.16697 0.95023 3.70325
H 0.64077 2.46790 4.41376
H 1.54822 1.30996 5.39310
H -1.26234 0.86254 4.23528
H -0.92975 1.23225 5.91834
H -1.34976 -1.18106 5.59432
H 0.32171 -0.93468 6.13803
C 0.43681 2.73870 0.92451
C 0.82575 4.16818 0.58343
C 2.09815 4.62270 1.31029
C 1.90862 4.55241 2.76121
N 1.65867 4.44244 3.88013
H 0.21001 2.62073 1.98574
H -0.45244 2.45096 0.36430
H 1.24233 2.05045 0.66865
H 0.00210 4.83945 0.84199
H 0.98755 4.25275 -0.48835
H 2.36413 5.64558 1.04123
H 2.93473 3.97594 1.03945
C -4.12041 5.74073 -3.06415
C -3.70498 6.07138 -1.63576
C -2.18952 6.24123 -1.48051
C -1.47638 5.01339 -1.83867
N -0.92865 4.04197 -2.12618
H -3.69506 4.79111 -3.39073
H -5.20460 5.65865 -3.13775
H -3.79300 6.51706 -3.75880
H -4.04946 5.28453 -0.96282
H -4.18845 6.99700 -1.31836
H -1.93502 6.49213 -0.44974
H -1.82551 7.04679 -2.12065
C 0.90367 -1.16373 -3.54292
C 0.60164 -1.10282 -2.05227
C 0.40767 0.32601 -1.53189
C 1.61829 1.13030 -1.73617
N 2.58183 1.73810 -1.91621
H 1.83910 -0.65417 -3.78318
H 0.99977 -2.20035 -3.86555
H 0.10243 -0.70241 -4.12436
H 1.41205 -1.58137 -1.49838
H -0.30610 -1.66751 -1.84585
H 0.18491 0.30822 -0.46566
H -0.42213 0.81972 -2.04070
C 4.96020 -0.40718 0.53549
C 3.60473 -0.99887 0.90330
C 3.65012 -2.51613 1.11044
C 4.07927 -3.20986 -0.10772
N 4.42363 -3.73074 -1.07658
H 5.32487 -0.80658 -0.41216
H 4.88991 0.67501 0.42796
H 5.70352 -0.62541 1.30621
H 2.87893 -0.76230 0.12394
H 3.24066 -0.54277 1.82529
H 2.66373 -2.88749 1.39509
H 4.34636 -2.76668 1.91245
C 0.16173 -4.91924 -5.74091
C -0.12343 -5.92648 -4.63324
C -1.51415 -5.75159 -4.01349
C -1.66317 -4.42884 -3.40330
N -1.76999 -3.38551 -2.92872
H 0.14725 -3.89712 -5.36099
H 1.14596 -5.09520 -6.17512
H -0.57843 -4.99423 -6.54058
H 0.63268 -5.83636 -3.85160
H -0.04969 -6.93950 -5.03318
H -1.68797 -6.49968 -3.23951
H -2.28977 -5.86830 -4.77242

## Properties
HOMO level	-4.710	eV
LUMO	2.0	eV
total charge	-1

=====

Record 3
# C24H47B11Br6Cl2N6O2PS2Tl

A structure of composition C24H47B11Br6Cl2N6O2PS2Tl (the ωB97M-V functional and the def2-TZVPD basis, the Open Molecules 2025 dataset).

Positions of all 102 atoms, in Å:
Tl 0.59334 -0.20115 -0.46937
C -6.39601 -0.00988 1.22620
C -5.62650 -0.61155 0.04851
N -4.61197 0.27053 -0.51334
C -3.44674 0.65875 0.08290
S -2.90036 -0.29092 1.55313
N -2.75124 1.60998 -0.36487
N -1.48762 1.90984 -0.03127
C -1.23136 3.02136 0.53613
C -2.32535 3.94881 0.99226
C 0.18984 3.36689 0.77616
C 0.57998 4.68664 0.98506
C 1.90512 4.95825 1.29231
C 2.79885 3.90788 1.38940
C 2.33326 2.62728 1.11831
N 1.07160 2.36049 0.80969
H -7.18820 -0.68823 1.54489
H -5.73040 0.16525 2.06814
H -6.84528 0.94159 0.93911
H -5.15631 -1.55110 0.34187
H -6.31970 -0.83685 -0.76068
H -4.89632 0.86731 -1.27436
H -3.13244 3.36390 1.43156
H -1.97295 4.66691 1.72624
H -2.74232 4.48560 0.13567
H -0.12998 5.49655 0.89202
H 2.22692 5.97782 1.45889
H 3.83219 4.06677 1.66309
H 3.00944 1.78039 1.16014
Br 3.62636 -0.99586 0.35277
B 3.48982 -2.20459 1.93259
B 4.29650 -3.77538 1.92144
C 3.36999 -4.75156 2.94371
B 2.52544 -3.68542 1.91179
B 1.97810 -4.01430 3.56144
B 3.39491 -4.29507 4.58580
B 4.83146 -4.14029 3.57136
B 4.92665 -2.47570 2.97246
Br 6.63978 -1.61040 2.56739
B 4.35662 -2.79990 4.64616
Br 5.42273 -2.34643 6.22773
B 2.56110 -2.72981 4.63756
Br 1.44881 -2.21520 6.17541
B 2.04471 -2.34690 2.96286
Br 0.38095 -1.32035 2.64852
B 3.51410 -1.56926 3.63263
Br 3.55250 0.37094 3.98105
H 4.87158 -4.24390 1.00702
H 3.32641 -5.80575 2.71999
H 1.90343 -4.09860 0.99991
H 0.99530 -4.64090 3.75502
H 3.34564 -5.11470 5.43052
H 5.74971 -4.85620 3.74541
C -2.39530 -2.87307 5.03222
C -2.37832 -3.84731 3.86558
N -2.76935 -3.13716 2.64062
C -2.15353 -3.20723 1.46740
S -2.17267 -1.84191 0.35953
N -1.51202 -4.25009 1.01472
C -1.63923 -5.64802 1.40559
C -0.26746 -6.28441 1.57744
H -2.07946 -3.37670 5.94401
H -3.40241 -2.48071 5.19107
H -1.71281 -2.04267 4.84691
H -3.07335 -4.66959 4.04988
H -1.37366 -4.25088 3.73306
H -3.27064 -2.27762 2.81470
H -0.95860 -4.04900 0.15649
H -2.17736 -6.15907 0.60361
H -2.22634 -5.72940 2.31720
H 0.27389 -6.26988 0.63101
H -0.37610 -7.32026 1.89805
H 0.31854 -5.74813 2.32325
Cl -2.47405 -2.82616 -3.24839
C -0.91168 -3.68550 -3.15990
Cl -1.16949 -5.35085 -2.62411
C 0.00848 -2.87079 -2.19962
O -0.09784 -3.08660 -0.96174
O 0.72940 -2.04190 -2.74985
H -0.50250 -3.70826 -4.16263
C -2.34807 3.31070 -4.72807
C -2.29779 2.35638 -3.53630
P -0.84489 1.19696 -3.37026
C 0.53068 2.41796 -3.68344
C 1.86283 1.94914 -3.09261
C -0.93623 0.38116 -5.04210
C 0.37130 -0.26994 -5.48994
H -3.20906 3.97508 -4.63124
H -2.45166 2.77943 -5.67335
H -1.45354 3.93164 -4.78018
H -3.19408 1.72826 -3.52439
H -2.30892 2.93495 -2.61045
H 0.24231 3.36565 -3.22058
H 0.63126 2.58521 -4.75822
H 1.81787 1.95137 -2.00141
H 2.67772 2.61146 -3.39051
H 2.10878 0.93713 -3.41968
H -1.25311 1.11265 -5.78794
H -1.72138 -0.37588 -4.96664
H 1.13474 0.48321 -5.69372
H 0.21251 -0.83834 -6.40832
H 0.75122 -0.94508 -4.72720

## Properties
energy above the lowest of the compared OMol25 structures with the same formula, charge and spin	9.6	kJ/mol
HOMO level	-8.052	eV
LUMO	-0.5	eV
total charge	0